(1)
This record from the OMol25 dataset describes a molecular structure, C39H33N2O3P2PdS2 at a distorted geometry. The level of theory is ωB97M-V/def2-TZVPD.

Its HOMO energy (alpha / beta) is -9.95 / -9.95 eV. The value obtained for the orbital gap (alpha / beta) is 5.39 / 5.39 eV. Its energy above the lowest of the compared OMol25 structures with the same formula, charge and spin is 2.395 eV. The LUMO energy (alpha / beta) comes out at -4.6 / -4.6 eV.

ORCA input file:
```
! RIJCOSX wB97M-V def2-TZVPD def2/J DEFGRID3
* xyz 1 1
Pd -0.381 1.432 0.323
S -0.283 3.617 -0.438
S -8.380 -2.075 1.361
P 0.480 1.090 2.865
P 2.723 0.440 1.110
O 1.868 0.218 -0.080
O -0.041 -0.059 2.083
O -7.658 -0.525 3.372
N 0.818 2.064 -2.308
N 2.293 3.176 -0.840
C 1.563 1.452 5.419
C 5.130 1.954 1.193
C 4.421 0.894 0.647
C 1.498 -0.254 7.101
C 3.622 -0.767 3.442
C 6.300 0.347 -0.750
C -4.745 -1.714 -0.292
C 1.841 1.663 -3.088
C 1.871 1.018 6.694
C 2.873 -0.939 2.282
C -1.327 4.775 3.179
C 5.010 0.090 -0.322
C -2.053 2.155 2.580
C 6.420 2.213 0.760
C -6.893 -1.368 0.716
C 0.800 -1.092 6.246
C -6.651 0.002 0.808
C -4.453 -0.352 -0.122
C 0.492 -0.662 4.968
C 2.238 -2.147 2.033
C 2.321 -3.170 2.964
C -0.724 2.468 2.896
C 3.118 2.036 -2.768
C -5.955 -2.216 0.129
C -2.022 0.568 -0.529
C -8.458 -1.336 3.018
C -3.165 0.159 -0.362
C -9.562 -1.928 3.824
C -0.369 3.776 3.217
C -3.005 3.162 2.559
C -2.636 4.470 2.839
C 3.697 -1.788 4.370
C 0.888 0.602 4.553
C 3.037 -2.985 4.135
C 3.297 2.781 -1.588
C -5.438 0.503 0.396
C 1.048 2.866 -1.194
C 7.004 1.412 -0.207
C 2.041 1.804 2.156
H 1.596 1.065 -3.954
H -7.402 0.664 1.207
H 0.650 4.017 3.489
H 4.435 -0.726 -0.738
H 1.847 2.679 1.517
H -4.036 2.929 2.336
H -9.963 -1.186 4.512
H -6.178 -3.268 0.032
H 6.764 -0.275 -1.500
H -2.334 1.118 2.399
H 8.009 1.621 -0.540
H 3.956 1.756 -3.380
H 1.830 -4.114 2.779
H -0.043 -1.291 4.271
H -1.046 5.792 3.408
H -3.998 -2.368 -0.715
H 4.677 2.590 1.937
H 2.719 2.081 2.962
H -3.375 5.255 2.801
H 3.094 -3.777 4.866
H -5.231 1.561 0.460
H 4.279 3.089 -1.258
H 0.492 -2.072 6.578
H 1.744 -0.588 8.097
H 1.678 -2.268 1.118
H -10.348 -2.331 3.193
H 4.271 -1.654 5.275
H 1.838 2.447 5.098
H 6.971 3.043 1.178
H 4.159 0.156 3.612
H 2.396 1.674 7.370
H -9.138 -2.735 4.425
H -0.145 1.774 -2.493
*
```



(2)
This record from the OMol25 dataset describes a molecular structure, C39H34As2OPdTe. The level of theory is ωB97M-V/def2-TZVPD.

Its HOMO energy (alpha / beta) is -13.53 / -13.50 eV. Its expectation value of S² is 2.02. The value obtained for the orbital gap (alpha / beta) is 7.99 / 4.84 eV. Its energy above the lowest of the compared OMol25 structures with the same formula, charge and spin is 0.000 eV. The LUMO energy (alpha / beta) comes out at -5.5 / -8.7 eV.

ORCA input file:
```
! RIJCOSX wB97M-V def2-TZVPD def2/J DEFGRID3
* xyz 2 3
Te -2.316 2.178 -1.189
Pd -0.472 0.112 -1.712
As 1.102 -1.415 -0.524
As -1.561 0.707 2.025
O -1.828 -1.989 -3.709
C -3.317 -3.567 1.004
C -2.711 -2.787 0.026
C -0.762 -0.324 4.669
C 0.975 -0.875 1.351
C -2.256 -1.074 1.689
C -1.077 1.529 -5.315
C 0.693 -5.475 0.335
C 3.655 -1.882 -1.797
C -2.899 -1.851 2.650
C -0.685 1.061 6.634
C -0.388 3.951 0.477
C 4.581 0.709 -1.361
C 0.914 2.188 -4.110
C -1.266 6.312 -0.712
C 0.341 0.517 1.438
C 2.861 -0.955 -1.132
C 0.528 -5.256 -2.055
C 4.915 -1.507 -2.241
C -0.275 6.343 0.256
C -0.975 -1.368 -3.324
C -0.481 -0.166 6.016
C 5.376 -0.217 -2.025
C -1.374 3.923 -0.503
C -1.206 2.015 -2.962
C 3.320 0.345 -0.919
C -3.421 -3.089 2.302
C -1.828 1.618 -4.160
C -1.174 2.134 5.907
C 0.168 2.318 -2.941
C 0.699 -3.885 -1.942
C -2.209 -1.550 0.383
C 0.292 1.800 -5.285
C 0.862 -4.103 0.455
C -1.461 1.979 4.557
C -1.822 5.101 -1.099
C 0.163 5.168 0.850
C -1.256 0.749 3.932
C 0.859 -3.305 -0.686
C 0.520 -6.049 -0.916
H 0.888 1.150 2.140
H 2.710 1.074 -0.394
H -0.603 -1.289 4.204
H 3.313 -2.897 -1.956
H -3.918 -3.686 3.055
H -1.612 7.230 -1.167
H 0.386 -7.118 -1.004
H 4.949 1.710 -1.183
H -2.888 1.396 -4.178
H -0.056 3.042 0.960
H 0.398 -1.635 1.878
H -3.728 -4.534 0.752
H 0.930 5.201 1.612
H -0.105 -1.002 6.591
H 1.971 2.415 -4.101
H 0.424 1.027 0.466
H -2.650 -3.134 -0.997
H 0.624 2.723 -2.043
H -1.859 2.818 3.997
H 1.994 -0.880 1.742
H 0.732 -3.284 -2.844
H -2.597 5.092 -1.856
H -0.465 1.177 7.686
H 0.999 -3.680 1.441
H 5.542 -2.227 -2.749
H -1.793 -0.876 -0.376
H 0.700 -6.096 1.220
H 0.154 7.290 0.554
H -1.341 3.088 6.387
H 6.361 0.068 -2.368
H -1.550 1.250 -6.246
H 0.870 1.719 -6.196
H -2.994 -1.503 3.670
H 0.407 -5.704 -3.031
*
```



(3)
This record from the OMol25 dataset describes a molecular structure, C39H34BrN5PPt. The level of theory is ωB97M-V/def2-TZVPD.

Its HOMO energy is -10.08 eV. The value obtained for the orbital gap is 6.77 eV. Its energy above the lowest of the compared OMol25 structures with the same formula, charge and spin is 0.000 eV. The LUMO energy comes out at -3.3 eV.

ORCA input file:
```
! RIJCOSX wB97M-V def2-TZVPD def2/J DEFGRID3
* xyz 1 1
Pt 0.301 0.688 0.324
Br 4.028 -4.116 -2.372
P -1.984 -1.087 -0.857
N 4.865 -0.778 1.768
N 1.610 2.268 0.551
N -0.959 2.112 1.028
N 1.588 -0.667 -0.475
N -1.066 -0.740 0.354
C -2.457 2.263 -3.130
C 4.013 1.289 5.320
C 1.980 -0.605 -1.755
C -4.640 1.294 -2.913
C 2.716 -1.604 -2.356
C -0.639 -3.315 -1.708
C 5.552 0.060 3.927
C -1.181 4.390 1.671
C 1.825 4.496 1.367
C -2.271 1.930 1.201
C -4.084 -2.927 -1.153
C -0.511 -2.670 -4.400
C 5.265 0.725 5.107
C -5.429 -3.702 0.680
C -3.811 2.271 -3.432
C -5.127 -3.703 -0.676
C -4.120 0.291 -2.101
C 2.626 -2.804 -0.283
C -3.096 2.966 1.599
C 4.588 -0.049 2.924
C 1.057 3.384 1.065
C -1.152 -1.812 -3.512
C 3.184 4.471 1.104
C -2.760 0.268 -1.791
C -1.935 1.268 -2.319
C 2.913 2.261 0.274
C -4.682 -2.931 1.558
C 1.890 -1.760 0.242
C -0.403 3.315 1.272
C -3.342 -2.136 -0.278
C 3.056 1.183 4.323
C -1.212 -2.122 -2.157
C -0.022 -4.179 -2.595
C 3.338 0.527 3.133
C 3.737 3.340 0.533
C 0.050 -3.852 -3.944
C 3.043 -2.720 -1.601
C -3.640 -2.150 1.080
C -2.543 4.215 1.829
H 3.790 1.797 6.247
H -4.783 -0.463 -1.702
H 3.007 -1.515 -3.392
H 6.525 -0.391 3.781
H 5.836 -0.858 1.512
H 3.298 1.349 -0.160
H 3.801 5.327 1.343
H -1.806 3.028 -3.533
H -1.612 -0.908 -3.886
H 1.371 5.370 1.809
H -4.155 2.790 1.716
H -4.906 -2.944 2.616
H 4.254 -0.635 0.983
H -0.691 -3.563 -0.653
H -0.875 1.273 -2.080
H 1.533 -1.780 1.261
H -3.024 -1.568 1.754
H -0.730 5.355 1.842
H -0.471 -2.420 -5.452
H -5.697 1.300 -3.142
H -3.843 -2.941 -2.210
H 2.864 -3.659 0.332
H -2.613 0.921 1.006
H 0.401 -5.109 -2.239
H -6.240 -4.314 1.052
H 0.532 -4.526 -4.640
H 1.692 0.282 -2.304
H 2.073 1.614 4.467
H 2.575 0.496 2.364
H 6.027 0.794 5.872
H -3.163 5.045 2.137
H -5.700 -4.316 -1.359
H -4.218 3.042 -4.072
H 4.790 3.278 0.304
*
```